C34H47BInN8O2S2Se | ωB97M-V with the def2-TZVPD basis set

CARTESIAN COORDINATES (ANGSTROEM)
In -1.121219 0.130968 0.033265
C -4.350426 0.618021 0.739084
C -3.599190 1.898309 1.062826
N -2.218120 1.647558 1.523007
C -2.032718 1.204363 2.913028
C -2.321065 -0.276147 3.199028
S -1.806052 -1.523857 1.956027
C -3.395196 -2.186591 1.341823
C -3.872905 -1.666662 -0.017184
N -3.581561 -0.241996 -0.180034
H -5.327566 0.872095 0.323334
H -4.547177 0.058422 1.651504
H -4.160682 2.475213 1.802402
H -3.524085 2.514406 0.163572
H -1.707114 2.517351 1.401990
H -2.657688 1.781626 3.601852
H -0.994535 1.415974 3.170318
H -3.378420 -0.457209 3.378230
H -1.796604 -0.550209 4.112923
H -4.123071 -2.010791 2.132051
H -3.256695 -3.265977 1.290705
H -4.942794 -1.883654 -0.094163
H -3.374361 -2.203565 -0.824413
H -3.764891 0.034629 -1.140909
C 5.661598 -0.594831 -2.629775
C 4.554701 -0.652871 -1.549672
N 3.231038 -0.732704 -2.168068
C 3.072423 0.365066 -3.122326
C 4.048851 0.203433 -4.312549
N 5.004332 -0.898486 -3.947928
C 4.266522 -2.206528 -3.870982
C 3.099334 -2.009024 -2.873445
H 6.448218 -1.330229 -2.473966
H 6.116800 0.389690 -2.720968
H 4.605470 0.233924 -0.918797
H 4.691557 -1.525043 -0.911344
H 3.257207 1.305150 -2.602711
H 2.045851 0.376020 -3.487429
H 4.633701 1.099158 -4.511238
H 3.548988 -0.100058 -5.230711
H 5.723893 -0.966266 -4.666844
H 4.982053 -2.960310 -3.547552
H 3.928801 -2.451886 -4.875980
H 3.095243 -2.820345 -2.146354
H 2.141834 -2.019544 -3.395611
Se 2.318532 -1.494810 3.767964
N 3.389403 -0.138887 3.484564
C 2.839519 0.597336 2.533281
C 3.369004 1.817219 2.024662
C 2.662951 2.444288 1.047950
C 1.448152 1.883172 0.568601
N 0.914533 0.766961 1.008098
C 1.594654 0.101209 2.004546
N 1.142944 -1.017781 2.532290
H 4.291509 2.214086 2.428402
H 2.993594 3.384727 0.629796
H 0.898732 2.405200 -0.208785
C -1.866999 8.069799 -2.380989
C -2.486883 7.292686 -3.542858
C -3.943590 7.749949 -3.709355
C -1.701480 7.610001 -4.824330
C -2.439402 5.782404 -3.308982
C -3.126545 4.928832 -4.186506
C -3.122686 3.545367 -4.063263
C -2.393974 3.034588 -3.013676
O -2.212129 1.700073 -2.630660
B -1.403187 1.747313 -1.517351
O -1.074526 3.056249 -1.184321
C -1.711529 3.851726 -2.146308
C -1.707000 5.224010 -2.259128
H -1.971305 9.138285 -2.566459
H -0.799427 7.865513 -2.274295
H -2.365910 7.849338 -1.434529
H -3.981078 8.838057 -3.763771
H -4.557154 7.432222 -2.864478
H -4.394749 7.366132 -4.624230
H -1.751905 8.678779 -5.036429
H -2.109910 7.078507 -5.684941
H -0.650597 7.333615 -4.718080
H -3.689545 5.362381 -5.001308
H -3.665310 2.911261 -4.750635
H -1.163480 5.835007 -1.553303
S -0.259975 -4.360647 -1.589949
C -0.429986 -2.983421 -0.606502
N -0.603267 -1.839939 -1.209837
C -0.588184 -2.017803 -2.599221
C -0.690252 -1.023980 -3.576132
C -0.623313 -1.394634 -4.902674
C -0.455875 -2.735362 -5.280496
C -0.347935 -3.727866 -4.330087
C -0.410950 -3.351158 -2.988404
H -0.363662 -3.074594 0.469516
H -0.849934 0.007742 -3.304285
H -0.720956 -0.637827 -5.669858
H -0.424598 -2.996010 -6.329725
H -0.225618 -4.764408 -4.614241

Cartesian forces (eV/Å) of the 2 atoms listed first:
-0.327 0.287 -0.705
0.029 0.000 -0.002

Its spin multiplicity is 1. The frontier orbital gap comes out at 0.22690 hartree. As for the total energy: -5324.37796 Ha. Its net charge is +3.

Partial atomic charges computed with the Mulliken method, in multiples of e:
1. In 2.403
2. C -0.840
3. C -0.625
4. N -0.019
5. C -0.876
6. C -0.830
7. S -0.009
8. C -0.954
9. C -0.725
10. N -0.015
11. H 0.494
12. H 0.306
13. H 0.554
14. H -0.042
15. H 0.308
16. H 0.556
17. H 0.201
18. H 0.555
19. H 0.613
20. H 0.564
21. H 0.554
22. H 0.575
23. H 0.206
24. H 0.309
25. C -0.731
26. C -0.438
27. N 0.058
28. C -0.042
29. C -0.960
30. N -0.035
31. C -0.921
32. C 0.403
33. H 0.339
34. H 0.371
35. H 0.256
36. H 0.444
37. H 0.490
38. H 0.005
39. H 0.356
40. H 0.371
41. H 0.333
42. H 0.262
43. H 0.468
44. H 0.694
45. H -0.631
46. Se 0.369
47. N -0.755
48. C 0.583
49. C -0.549
50. C -1.258
51. C -0.103
52. N 0.235
53. C 0.174
54. N -0.328
55. H 0.524
56. H 0.555
57. H 0.567
58. C -1.967
59. C 1.857
60. C -1.620
61. C -1.526
62. C 0.503
63. C -0.545
64. C -2.403
65. C 1.114
66. O -0.560
67. B 0.262
68. O -0.660
69. C 0.582
70. C -1.286
71. H 0.427
72. H 0.340
73. H 0.428
74. H 0.457
75. H 0.381
76. H 0.347
77. H 0.426
78. H 0.370
79. H 0.364
80. H 0.435
81. H 0.549
82. H 0.595
83. S -0.223
84. C -0.380
85. N 0.400
86. C -1.025
87. C -0.446
88. C -1.014
89. C -0.721
90. C -0.500
91. C 1.364
92. H 0.385
93. H 0.420
94. H 0.523
95. H 0.473
96. H 0.508



C34H47Cl2F3O21 | ωB97M-V with the def2-TZVPD basis set

CARTESIAN COORDINATES (ANGSTROEM)
O 3.846695 1.327479 -4.004886
C 4.679066 0.568222 -4.342869
O 5.103313 -0.495927 -3.596209
C 6.289841 -0.940561 -4.315723
C 6.249937 -0.356112 -5.647189
F 5.764723 -1.282378 -6.537616
O 5.350376 0.756201 -5.522456
H 7.254113 -0.584727 -3.762815
H 6.277215 -2.044884 -4.381856
H 7.197895 -0.041306 -6.040829
O -4.314421 1.713136 -2.612784
C -4.176768 2.057365 -1.482688
O -3.511522 3.045458 -0.954734
C -3.698914 3.111041 0.453135
C -4.580184 1.910110 0.729509
F -5.860253 2.275349 1.120904
O -4.834349 1.342282 -0.497789
H -2.694753 2.935179 0.891653
H -4.120988 4.093434 0.750032
H -4.161466 1.201217 1.397218
O -0.056976 -5.021512 0.577877
C 0.309184 -4.556200 -0.448933
O -0.386034 -4.503554 -1.563324
C 0.287667 -3.859559 -2.635011
C 1.589064 -3.424639 -1.975311
F 1.628724 -2.057353 -1.835809
O 1.543345 -3.987592 -0.675529
H 0.490482 -4.566312 -3.379858
H -0.352327 -3.032569 -2.964150
H 2.571700 -3.684646 -2.446700
O 1.207335 -1.489562 1.786315
C 0.025744 -1.719231 1.473562
C -1.193187 -1.883214 2.321889
C -2.204532 -2.555952 1.450677
C -1.854731 -1.978766 0.076644
O -0.399634 -1.830461 0.174128
H -1.093022 -2.319163 3.315459
H -1.491091 -0.783640 2.457603
H -2.043130 -3.590912 1.453308
H -3.266241 -2.311932 1.656324
H -2.007260 -2.602536 -0.808688
H -2.354866 -1.094654 -0.092340
O 5.067538 -2.778733 -1.277283
C 4.736598 -2.845252 -0.120248
C 4.370964 -1.697772 0.758971
C 4.291292 -2.386655 2.178649
C 4.190327 -3.909543 1.849169
O 4.680619 -4.044235 0.527231
H 5.163732 -1.005661 0.587806
H 3.534411 -1.130315 0.345252
H 5.203463 -2.155389 2.725914
H 3.355337 -2.149288 2.659300
H 4.799868 -4.602960 2.482674
H 3.141082 -4.305720 1.901460
O -2.561989 -1.859795 -3.450582
C -3.696551 -1.591952 -3.734076
C -4.266070 -1.016660 -5.044132
C -5.625728 -0.465148 -4.717623
C -5.940321 -1.192210 -3.358253
O -4.735095 -1.852675 -2.931390
H -3.570846 -0.235437 -5.453806
H -4.254179 -1.853038 -5.722305
H -5.620718 0.600928 -4.613596
H -6.335225 -0.802447 -5.497897
H -6.299848 -0.516614 -2.546350
H -6.647266 -2.006470 -3.424897
O 2.154877 4.372586 4.021677
C 2.140385 3.208306 3.784711
C 3.174858 2.326102 3.060390
C 2.690270 0.932705 3.193869
C 1.189200 1.125002 3.487232
O 1.032229 2.438121 4.068642
H 3.268608 2.656878 2.025625
H 4.124457 2.711267 3.418788
H 2.863841 0.291656 2.298273
H 3.316439 0.403113 3.913612
H 0.629706 1.112344 2.568990
H 0.792509 0.461442 4.269446
O -3.380736 -0.254869 4.040346
C -3.239513 0.898443 4.352198
C -2.810076 1.539595 5.617880
C -2.218459 2.827483 5.205800
C -2.913606 3.153958 3.883233
O -3.282872 1.876851 3.417067
H -3.768973 1.577228 6.121576
H -2.241798 0.827642 6.206723
H -2.352986 3.654797 5.936155
H -1.092630 2.738703 4.896052
H -3.787840 3.741329 4.079174
H -2.358493 3.629733 3.063529
O -1.472583 0.879871 0.367787
C -0.576132 0.868783 -0.413666
C -0.540877 0.741335 -1.966655
C 0.829206 1.212016 -2.304610
C 1.705720 0.916096 -1.096485
O 0.706029 1.054689 -0.019839
H -0.715662 -0.289921 -2.362798
H -1.365176 1.331598 -2.302490
H 1.106764 0.721485 -3.237296
H 0.821227 2.281904 -2.405803
H 2.128546 -0.091717 -1.018041
H 2.563786 1.539232 -0.901055
Cl 0.047270 4.778070 -0.018163
C 0.334311 5.769868 1.521999
Cl -1.216661 6.454823 2.082335
H 0.739031 5.022058 2.211567
H 0.984602 6.625836 1.248047

Cartesian forces (eV/Å) of the 2 atoms listed first:
-0.991 0.430 0.501
-0.197 0.364 0.513

Its spin multiplicity is 1. The frontier orbital gap comes out at 0.38792 hartree. The structure (SMILES) is O=C1OC[C@@H](F)O1.O=C1OC[C@@H](F)O1.O=C1OC[C@@H](F)O1.O=C1CCCO1.O=C1CCCO1.O=C1CCCO1.O=C1CCCO1.O=C1CCCO1.O=C1CCCO1.ClCCl. As for the total energy: -4123.87666 Ha. Its net charge is 0.

Mulliken population analysis, charges in e, atoms 1 to 99:
1. O -0.481
2. C 0.495
3. O -0.132
4. C -0.373
5. C 0.298
6. F -0.298
7. O -0.328
8. H 0.280
9. H 0.261
10. H 0.279
11. O -0.497
12. C 0.560
13. O -0.351
14. C 0.251
15. C 1.109
16. F -0.421
17. O -0.454
18. H -0.363
19. H 0.264
20. H -0.111
21. O -0.552
22. C 0.597
23. O -0.404
24. C -0.168
25. C 0.121
26. F -0.150
27. O -0.186
28. H 0.357
29. H 0.008
30. H 0.365
31. O -0.379
32. C -0.801
33. C 0.612
34. C -0.971
35. C -0.324
36. O 0.633
37. H 0.600
38. H -0.760
39. H 0.422
40. H 0.416
41. H 0.248
42. H 0.272
43. O -0.558
44. C 0.104
45. C 1.261
46. C -0.202
47. C -0.432
48. O -0.369
49. H 0.505
50. H -1.051
51. H 0.384
52. H 0.064
53. H 0.289
54. H 0.170
55. O -0.623
56. C 0.506
57. C -0.508
58. C -0.448
59. C -0.323
60. O -0.353
61. H 0.257
62. H 0.387
63. H 0.243
64. H 0.324
65. H 0.107
66. H 0.393
67. O -0.634
68. C 0.367
69. C -0.673
70. C 0.572
71. C 0.532
72. O -0.332
73. H 0.198
74. H 0.382
75. H -0.659
76. H 0.388
77. H -0.528
78. H 0.330
79. O -0.629
80. C 0.552
81. C -0.780
82. C 0.105
83. C -0.202
84. O -0.096
85. H 0.341
86. H 0.324
87. H 0.426
88. H -0.204
89. H 0.270
90. H 0.008
91. O -0.227
92. C -0.610
93. C 0.518
94. C -0.850
95. C 0.211
96. O 0.305
97. H -0.412
98. H 0.456
99. H 0.328



C34H48CaF6NO28S2 | ωB97M-V with the def2-TZVPD basis set

CARTESIAN COORDINATES (ANGSTROEM)
Ca -1.462936 -1.629630 -1.405253
C 1.113115 1.884345 -1.578711
F -0.166739 2.294794 -1.584682
F 1.606877 2.026412 -2.799812
F 1.768933 2.636516 -0.731606
S 1.203653 0.078972 -1.083850
O 1.190082 -0.705555 -2.292340
O 2.370498 -0.015364 -0.290588
N -0.249536 -0.161216 -0.291218
S 0.107641 0.097425 1.281095
O 0.523943 -1.069762 1.977622
O 0.846207 1.293753 1.529891
C -1.605152 0.434191 1.908001
F -1.599635 0.661512 3.210618
F -2.117328 1.506315 1.277931
F -2.391321 -0.626345 1.660751
C 1.706269 5.220309 1.689982
C 2.855665 6.103086 1.236064
C 4.224070 5.442162 1.430295
O 4.961623 5.870853 0.280331
C 4.107089 6.415508 -0.611493
O 4.414316 6.881136 -1.651431
O 2.819895 6.238856 -0.191173
H 0.753321 5.738101 1.650176
H 1.925403 4.911736 2.715333
H 1.718685 4.317682 1.081705
H 2.794689 7.056350 1.765705
H 4.138450 4.357598 1.505596
H 4.703784 5.813193 2.334180
C -4.997828 -0.006232 -5.862210
C -3.555737 0.429767 -5.961012
C -3.302129 1.860682 -5.444685
O -2.312309 1.706924 -4.419456
C -2.074352 0.420067 -4.207567
O -1.325472 0.013336 -3.358397
O -2.718332 -0.359236 -5.066458
H -5.305457 -0.087867 -4.817874
H -5.096748 -1.003756 -6.292287
H -5.651275 0.682486 -6.392731
H -3.134179 0.216934 -6.940181
H -4.185736 2.313174 -5.003562
H -2.893796 2.471191 -6.246219
C 4.763865 -0.889146 -2.221526
C 4.889250 -2.286709 -1.680580
C 6.118379 -2.486694 -0.776079
O 5.603973 -2.159603 0.529771
C 4.293557 -2.461033 0.540227
O 3.612096 -2.601019 1.508950
O 3.838210 -2.567733 -0.718750
H 5.479033 -0.719359 -3.027302
H 4.789361 -0.152736 -1.419438
H 3.799601 -0.725136 -2.714094
H 4.822187 -3.081340 -2.417738
H 6.976559 -1.853814 -0.955717
H 6.302470 -3.563066 -0.761501
C -5.964381 3.243740 0.497095
C -5.377285 2.500398 -0.686179
C -4.146290 3.132309 -1.353195
O -3.265613 2.010835 -1.542412
C -3.806643 0.931313 -1.004094
O -3.324452 -0.177712 -1.062758
O -4.882325 1.201877 -0.302686
H -6.568230 4.053815 0.091512
H -5.204770 3.608072 1.187822
H -6.602189 2.570518 1.069970
H -6.173022 2.396051 -1.426641
H -3.638275 3.925909 -0.811154
H -4.411860 3.512448 -2.339613
C -0.768658 -7.224785 0.900921
C -0.105626 -6.081338 1.634316
C 1.064556 -5.428839 0.884045
O 0.423109 -4.319136 0.228116
C -0.726688 -4.063164 0.847962
O -1.376080 -3.061184 0.631893
O -1.076475 -4.986723 1.717248
H -1.464901 -6.901889 0.124162
H -1.377262 -7.828440 1.574669
H -0.033835 -7.878782 0.430346
H 0.185697 -6.330488 2.652346
H 1.443327 -6.169027 0.185517
H 1.854130 -5.082025 1.542356
C -5.974473 -0.162406 3.615047
C -5.773734 -1.513483 2.983475
C -6.083181 -2.737377 3.872934
O -7.250172 -3.322775 3.319195
C -7.656927 -2.634620 2.227088
O -8.614031 -2.906643 1.572974
O -6.837148 -1.600681 1.985893
H -6.751895 -0.179042 4.375664
H -6.117368 0.616190 2.868659
H -5.064569 0.172856 4.134586
H -4.835797 -1.631234 2.447695
H -6.236473 -2.488383 4.918654
H -5.267484 -3.449069 3.744763
C 4.087281 2.738519 -4.760357
C 5.145531 3.369272 -3.911452
C 4.698089 3.907602 -2.530034
O 5.433146 3.159411 -1.584403
C 6.377404 2.419576 -2.225702
O 7.274172 1.864624 -1.685388
O 6.118928 2.364423 -3.539412
H 3.640660 1.854762 -4.297041
H 4.567949 2.330469 -5.655476
H 3.260342 3.376582 -5.066250
H 5.720679 4.155864 -4.400203
H 3.630894 3.703275 -2.379152
H 4.749548 4.995508 -2.460970
C 2.263576 -1.670312 5.050847
C 1.318356 -2.836189 5.103584
C 1.862013 -4.021192 4.297355
O 1.487357 -5.173895 5.091394
C 1.068073 -4.755744 6.307570
O 0.633702 -5.451396 7.159003
O 1.231961 -3.405967 6.423654
H 3.272165 -1.925489 5.371626
H 1.907577 -0.816042 5.625151
H 2.344699 -1.364820 4.002699
H 0.300794 -2.583436 4.798392
H 2.950189 -4.061813 4.331139
H 1.445467 -4.073641 3.298582

Cartesian forces (eV/Å) of the 2 atoms listed first:
-0.398 0.217 -0.263
-1.123 0.026 -0.053

Its spin multiplicity is 1. The frontier orbital gap comes out at 0.32421 hartree. As for the total energy: -5559.05188 Ha. Its net charge is +1.

Mulliken population analysis, charges in e, atoms 1 to 99:
1. Ca 1.685
2. C 0.457
3. F -0.219
4. F -0.215
5. F -0.035
6. S 0.526
7. O -0.600
8. O -0.335
9. N 0.264
10. S -0.174
11. O -0.225
12. O -0.399
13. C 0.482
14. F -0.191
15. F -0.199
16. F -0.204
17. C -1.059
18. C 0.448
19. C -0.398
20. O -0.314
21. C 0.670
22. O -0.597
23. O -0.358
24. H 0.424
25. H 0.390
26. H -0.046
27. H 0.289
28. H 0.259
29. H 0.319
30. C -1.365
31. C 0.362
32. C -0.408
33. O -0.301
34. C 0.491
35. O -0.281
36. O -0.377
37. H 0.303
38. H 0.373
39. H 0.378
40. H 0.331
41. H 0.243
42. H 0.300
43. C -1.051
44. C 0.348
45. C -0.634
46. O -0.360
47. C 0.459
48. O -0.401
49. O -0.199
50. H 0.567
51. H 0.183
52. H 0.138
53. H 0.347
54. H 0.355
55. H 0.295
56. C -1.548
57. C 0.568
58. C -0.556
59. O -0.185
60. C 0.510
61. O -0.519
62. O -0.166
63. H 0.424
64. H 0.373
65. H 0.305
66. H 0.280
67. H 0.330
68. H 0.271
69. C -1.432
70. C 0.381
71. C -0.379
72. O -0.244
73. C 0.384
74. O -0.287
75. O -0.282
76. H 0.330
77. H 0.400
78. H 0.359
79. H 0.386
80. H 0.465
81. H 0.121
82. C -1.191
83. C 1.133
84. C -0.492
85. O -0.334
86. C 0.594
87. O -0.553
88. O -0.331
89. H 0.430
90. H 0.077
91. H 0.371
92. H -0.289
93. H 0.315
94. H 0.291
95. C -1.241
96. C 0.418
97. C 0.178
98. O -0.220
99. C 0.531